one:
The following is a quantum chemistry calculation of C8H8O2 as an isolated structure, from OMol25.

```
! wB97M-V def2-TZVPD RIJCOSX def2/J DEFGRID3
* xyz 0 1
C -2.198 -0.010 0.247
C -1.112 -0.145 -0.898
C 0.203 -0.071 -0.435
C 0.955 1.242 -0.345
C 2.194 1.183 0.078
C 2.868 0.062 0.357
C 2.349 -1.121 0.106
C 1.008 -1.204 -0.194
H -3.484 -0.153 -0.894
H -1.349 -0.969 -1.579
H -1.193 0.911 -1.719
H 0.524 2.043 -0.687
H 2.843 2.327 0.240
H 4.012 -0.290 0.644
H 3.009 -2.158 0.306
H 0.647 -2.001 -0.384
O -3.425 -0.008 -0.122
O -1.900 0.091 1.444
*
```

Molecular weight   136.1 g mol⁻¹
LUMO   0.406 eV


two:
The following is a quantum chemistry calculation of a 2-piece molecular cluster, C8H8O2 overall, from OMol25.

```
! wB97M-V def2-TZVPD RIJCOSX def2/J DEFGRID3
* xyz 0 1
C 2.818 -0.144 -0.054
C 2.229 0.366 1.087
C 2.136 -0.610 -1.215
C 0.790 0.305 1.071
C 0.775 -0.563 -1.207
C 0.095 -0.096 -0.059
C -2.861 0.230 1.098
C -2.102 0.013 -0.143
O -2.614 -1.065 0.453
O -2.467 0.499 -1.319
H 3.874 -0.037 -0.323
H 2.619 0.848 1.938
H 2.630 -0.805 -2.087
H 0.360 0.930 1.870
H 0.272 -0.817 -2.175
H -2.538 0.269 2.089
H -3.741 0.778 0.969
H -2.275 -0.101 -1.992
*
```

Molecular weight   136.2 g mol⁻¹
LUMO   0.736 eV


three:
The following is a quantum chemistry calculation of one molecule with the formula C8H8O2, from OMol25.

```
! wB97M-V def2-TZVPD RIJCOSX def2/J DEFGRID3
* xyz 0 1
C -3.125 1.208 0.359
C -2.733 -0.276 0.005
C -1.150 -0.508 0.028
C -0.260 0.363 -0.054
C 1.028 0.096 -0.067
C 1.833 -1.089 0.254
C 3.232 -0.696 0.156
C 3.250 0.530 -0.069
H -2.481 1.179 1.071
H -3.016 1.921 -0.490
H -4.257 1.291 0.685
H -0.838 -1.380 0.583
H -0.530 1.530 -0.473
H 1.448 -1.970 0.318
H 4.266 -1.444 0.100
H 3.842 1.469 -0.439
O -3.404 -1.096 -0.419
O 2.042 1.049 -0.209
*
```

SMILES string   CC(=O)/C=C/c1ccco1
Molecular weight   136.1 g mol⁻¹
LUMO   0.076 eV


Most stable pick: two. Distance to second place: 0.771 eV.


one:
The following is a quantum chemistry calculation of one molecule with the formula C4H9NOS, from OMol25.

```
! wB97M-V def2-TZVPD RIJCOSX def2/J DEFGRID3
* xyz 0 1
O 1.274 -1.313 -2.647
C 0.372 -0.769 -2.069
C 0.493 0.035 -0.788
C -0.650 -0.267 0.178
C -0.596 0.611 1.408
S -1.816 0.100 2.669
N 1.811 -0.042 -0.172
H -0.655 -0.806 -2.483
H 0.374 1.063 -1.169
H -1.558 0.010 -0.385
H -0.795 -1.321 0.435
H -0.773 1.648 1.156
H 0.413 0.653 1.833
H -2.374 1.285 2.829
H 1.967 -1.015 0.098
H 2.512 0.126 -0.893
*
```

SMILES string   N[C@@H](C=O)CCS
Molecular weight   119.2 g mol⁻¹
LUMO   0.795 eV


two:
The following is a quantum chemistry calculation of a 2-piece molecular cluster, C4H9NOS overall, from OMol25.

```
! wB97M-V def2-TZVPD RIJCOSX def2/J DEFGRID3
* xyz 0 1
C -1.819 -0.331 0.603
C -1.981 -1.611 0.383
C -1.235 0.595 -0.387
C -2.239 -2.859 0.213
N 3.996 0.869 0.552
O 2.793 -1.026 -1.187
S 2.479 0.112 0.172
H -2.306 0.064 1.448
H -1.024 0.092 -1.306
H -0.381 1.006 0.075
H -2.142 1.176 -0.767
H -3.278 -3.088 -0.110
H 2.748 -1.909 -0.916
H -1.490 -3.720 0.331
H 4.651 0.309 0.922
H 4.270 1.646 0.029
*
```

SMILES string   C=C=CC.NSO
Molecular weight   119.2 g mol⁻¹
LUMO   0.681 eV


three:
The following is a quantum chemistry calculation of one molecule with the formula C4H9NOS, from OMol25.

```
! wB97M-V def2-TZVPD RIJCOSX def2/J DEFGRID3
* xyz 0 1
C -1.086 0.779 -0.363
C -1.243 -0.711 -0.667
C 0.066 -1.496 -0.488
S 1.549 -0.866 -1.257
C -0.365 1.053 0.938
N -0.944 0.505 2.040
O 0.573 1.825 1.008
H -2.088 1.183 -0.172
H -0.720 1.319 -1.231
H -1.922 -1.186 0.034
H -1.577 -0.882 -1.686
H 0.226 -1.820 0.539
H -0.097 -2.505 -0.863
H 1.496 0.403 -0.839
H -0.626 0.745 2.963
H -1.861 0.095 1.985
*
```

SMILES string   NC(=O)CCCS
Molecular weight   119.2 g mol⁻¹
LUMO   0.673 eV


four:
The following is a quantum chemistry calculation of a 2-piece molecular cluster, C4H9NOS overall, from OMol25.

```
! wB97M-V def2-TZVPD RIJCOSX def2/J DEFGRID3
* xyz 0 1
C -0.018 1.485 0.635
C -0.745 -0.040 -1.238
C -1.469 -0.527 1.190
C -0.733 0.347 0.248
N 2.389 -1.188 -1.141
O 3.058 0.813 0.017
S 2.470 -0.487 0.191
H 0.140 1.894 1.593
H 2.106 -2.127 -0.888
H 0.204 2.200 -0.087
H -1.772 -0.421 -1.499
H 0.125 -0.715 -1.498
H -0.503 0.964 -1.646
H -1.268 -0.096 2.130
H -2.625 -0.510 1.021
H -1.359 -1.594 0.971
*
```

Molecular weight   119.2 g mol⁻¹
LUMO   -0.330 eV


Most stable pick: three. Distance to second place: 0.860 eV.


one:
The following is a quantum chemistry calculation of one molecule with the formula C4H9NOS, from OMol25.

```
! wB97M-V def2-TZVPD RIJCOSX def2/J DEFGRID3
* xyz 0 1
C 1.512 -0.505 -0.673
N 0.266 -0.619 -1.366
C -0.700 -1.505 -0.955
O -1.867 -1.501 -1.246
C 1.712 0.818 0.142
C 0.784 0.626 1.417
S -0.896 1.248 1.073
H 2.442 -0.717 -1.258
H 1.619 -1.389 -0.045
H -0.176 0.180 -1.803
H -0.224 -2.377 -0.460
H 1.371 1.755 -0.313
H 2.731 1.050 0.480
H 1.044 1.222 2.299
H 0.934 -0.394 1.797
H -1.650 0.297 1.706
*
```

SMILES string   O=CNCCCS
Molecular weight   119.2 g mol⁻¹
LUMO   0.804 eV


two:
The following is a quantum chemistry calculation of C4H9NOS as an isolated structure, from OMol25.

```
! wB97M-V def2-TZVPD RIJCOSX def2/J DEFGRID3
* xyz 0 1
C -1.713 1.376 0.140
N -1.466 -0.061 -0.143
C -0.256 -0.587 0.385
C 0.759 -1.292 -0.585
S 2.440 -1.182 0.099
C 0.934 0.447 0.657
O 1.142 1.461 0.022
H -2.782 1.527 -0.075
H -1.608 1.409 1.245
H -1.086 2.135 -0.301
H -1.496 -0.173 -1.153
H -0.331 -1.201 1.295
H 0.546 -2.345 -0.750
H 0.703 -0.732 -1.508
H 3.033 -1.148 -1.076
H 1.180 0.366 1.749
*
```

Molecular weight   119.2 g mol⁻¹
LUMO   0.574 eV


Most stable pick: one. Distance to second place: 1.972 eV.


one:
The following is a quantum chemistry calculation of a 2-piece molecular cluster, C4H9NOS overall, from OMol25.

```
! wB97M-V def2-TZVPD RIJCOSX def2/J DEFGRID3
* xyz 0 1
C 0.443 -1.872 -0.917
N -0.870 -1.253 -0.568
C -0.776 0.040 -0.022
C -0.774 1.246 -0.879
S 0.460 0.900 -2.133
C -0.673 0.222 1.379
O -0.317 1.240 1.943
H 0.728 -1.738 -1.951
H 1.219 -1.494 -0.250
H 0.411 -2.948 -0.715
H -1.335 -1.820 0.135
H 1.942 2.490 1.619
H -1.728 1.432 -1.363
H -0.401 2.041 -0.230
H 2.533 2.191 1.943
H -0.863 -0.677 2.009
*
```

Molecular weight   119.2 g mol⁻¹
LUMO   -2.680 eV


two:
The following is a quantum chemistry calculation of one molecule with the formula C4H9NOS, from OMol25.

```
! wB97M-V def2-TZVPD RIJCOSX def2/J DEFGRID3
* xyz 0 1
O -2.018 1.092 -1.695
C -1.283 1.773 -1.027
N -0.345 1.280 -0.160
C -0.046 -0.156 -0.159
C 1.392 -0.340 0.291
S 1.776 -2.117 0.308
C -1.093 -0.881 0.701
H -1.268 2.878 -1.064
H 0.438 1.890 0.020
H -0.164 -0.512 -1.192
H 2.064 0.119 -0.436
H 1.569 0.085 1.278
H 3.101 -1.966 0.418
H -2.041 -0.863 0.156
H -1.228 -0.356 1.647
H -0.855 -1.928 0.914
*
```

SMILES string   C[C@H](CS)NC=O
Molecular weight   119.2 g mol⁻¹
LUMO   0.661 eV


Most stable pick: two. Distance to second place: 4.987 eV.


one:
The following is a quantum chemistry calculation of one molecule with the formula C4H9NOS, from OMol25.

```
! wB97M-V def2-TZVPD RIJCOSX def2/J DEFGRID3
* xyz 0 1
C -2.091 0.358 0.177
C 0.083 -0.768 1.380
C -0.086 -0.525 -1.324
C -0.266 0.150 0.148
N 0.219 1.416 -0.014
O -2.221 1.635 0.364
S -3.271 -0.725 -0.179
H -0.605 -0.587 2.125
H 1.120 -0.495 1.776
H 0.223 -1.835 1.300
H 0.891 -0.900 -1.413
H -0.241 0.277 -1.976
H -0.814 -1.431 -1.495
H 0.685 1.811 0.868
H -1.300 2.064 0.331
H 0.521 1.817 -0.880
*
```

SMILES string   CC(C)(N)C(O)=S
Molecular weight   119.2 g mol⁻¹
LUMO   0.565 eV


two:
The following is a quantum chemistry calculation of a 2-piece molecular cluster, C4H9NOS overall, from OMol25.

```
! wB97M-V def2-TZVPD RIJCOSX def2/J DEFGRID3
* xyz 0 1
C 0.589 1.321 0.201
C -1.401 0.363 -1.231
C 1.670 -2.609 -0.192
C -0.765 0.793 0.132
N -1.468 0.420 1.098
O -1.248 0.802 2.339
S 0.415 -1.581 0.148
H 0.735 2.076 -0.515
H 0.964 1.845 1.103
H 1.280 0.553 -0.197
H -0.993 -0.675 -1.274
H -1.004 0.947 -1.973
H -2.510 0.498 -1.255
H 2.582 -2.242 -0.550
H 1.502 -3.627 -0.392
H -0.348 1.115 2.558
*
```

SMILES string   CC(C)=NO.C=S
Molecular weight   119.2 g mol⁻¹
LUMO (alpha / beta)   -0.675 / -0.675 eV


Most stable pick: one. Distance to second place: 2.743 eV.


one:
The following is a quantum chemistry calculation of C8H11N3 as an isolated structure, from OMol25.

```
! wB97M-V def2-TZVPD RIJCOSX def2/J DEFGRID3
* xyz 0 1
C 2.632 0.827 -1.817
C 2.061 2.444 0.207
C -0.746 -0.438 0.528
C -2.000 0.112 0.976
C -3.069 -0.730 1.078
C -3.020 -2.159 0.892
C -1.694 -2.692 0.479
C -0.666 -1.721 0.087
H 3.670 1.041 -1.766
H 2.504 -0.218 -1.902
H 2.293 1.255 -2.835
H 2.901 3.028 -0.594
H 0.714 2.872 0.441
H 2.756 2.402 1.387
H -1.929 1.203 1.193
H -4.146 -0.602 1.596
H -3.902 -2.813 0.801
H -1.620 -3.792 0.268
H 0.255 -2.154 -0.455
N 1.830 1.303 -0.669
N 0.978 0.295 -0.420
N 0.199 0.536 0.524
*
```

Molecular weight   149.2 g mol⁻¹
LUMO   0.560 eV


two:
The following is a quantum chemistry calculation of one molecule with the formula C8H11N3, from OMol25.

```
! wB97M-V def2-TZVPD RIJCOSX def2/J DEFGRID3
* xyz 0 1
C 0.599 0.982 -2.827
C -0.218 1.330 -1.777
C 1.446 -0.118 -2.697
C 1.442 -0.801 -1.493
C -1.061 0.720 0.482
C -0.144 0.580 -0.588
C -2.228 -0.824 1.959
C 1.273 -0.196 1.928
N 0.711 -0.452 -0.453
N -1.014 -0.268 1.386
N 0.061 -0.911 1.673
H 0.576 1.544 -3.749
H -0.926 2.140 -1.856
H 2.094 -0.421 -3.505
H 2.078 -1.662 -1.332
H -1.917 1.370 0.435
H -3.065 -0.751 1.267
H -2.019 -1.867 2.193
H -2.478 -0.301 2.884
H 1.223 0.868 1.682
H 1.466 -0.316 2.999
H 2.100 -0.645 1.388
*
```

Molecular weight   149.2 g mol⁻¹
LUMO (alpha / beta)   0.707 / 0.701 eV


three:
The following is a quantum chemistry calculation of C8H11N3 as an isolated structure, from OMol25.

```
! wB97M-V def2-TZVPD RIJCOSX def2/J DEFGRID3
* xyz 0 1
C -0.832 -3.287 1.605
C -0.509 -0.177 -0.887
C 0.747 0.113 -1.435
C 1.669 1.055 -1.042
C 1.092 2.096 -0.213
C 1.977 3.249 0.240
C -0.104 1.929 0.368
C -0.893 0.854 0.090
H 0.365 -3.593 1.516
H -1.172 -3.539 2.858
H -1.598 -3.979 1.107
H 0.040 -1.310 1.347
H 0.813 -0.591 -2.225
H 2.545 1.153 -1.329
H 3.035 2.937 0.108
H 1.458 3.111 1.497
H 1.934 4.194 -0.383
H -0.682 2.496 1.287
H -1.606 0.414 1.061
N -1.021 -1.757 1.272
N -1.255 -2.139 -0.186
N -1.155 -1.289 -0.973
*
```

Molecular weight   149.2 g mol⁻¹
LUMO   0.361 eV


Most stable pick: two. Distance to second place: 3.311 eV.


one:
The following is a quantum chemistry calculation of one molecule with the formula C4H3NOS2, from OMol25.

```
! wB97M-V def2-TZVPD RIJCOSX def2/J DEFGRID3
* xyz 0 1
C -0.231 0.010 -0.166
C 0.384 -1.069 0.361
C 1.362 -1.809 0.588
C -1.222 0.771 0.629
H 1.740 -0.687 -1.529
H 2.110 -2.570 0.619
H -1.942 2.412 0.949
N 0.176 0.721 -1.175
O -1.538 1.957 0.166
S 1.079 0.166 -2.410
S -1.919 0.098 1.967
*
```

SMILES string   C#C/C(=N\S)C(O)=S
Molecular weight   145.2 g mol⁻¹
LUMO   -1.147 eV


two:
The following is a quantum chemistry calculation of one molecule with the formula C4H3NOS2, from OMol25.

```
! wB97M-V def2-TZVPD RIJCOSX def2/J DEFGRID3
* xyz 0 1
C 1.195 0.207 -0.097
C 0.805 1.627 -0.074
C -0.545 1.737 0.014
C -1.124 0.410 0.017
H -1.064 -2.013 0.248
H 1.564 2.411 -0.064
H -1.108 2.669 0.135
N -0.049 -0.444 -0.110
O -0.150 -1.789 -0.086
S 2.669 -0.369 0.080
S -2.659 -0.226 0.043
*
```

SMILES string   ON1C(=S)C=CC1=S
Molecular weight   145.2 g mol⁻¹
LUMO   -2.124 eV


Most stable pick: two. Distance to second place: 1.527 eV.